1.
{
  "formula": "C5H9N",
  "method": "the ωB97M-V functional and the def2-TZVPD basis",
  "symbols": ["N", "C", "C", "C", "C", "C", "H", "H", "H", "H", "H", "H", "H", "H", "H"],
  "xyz": [[2.321, -1.657, 1.579], [-2.361, 1.238, -0.982], [-1.072, 0.547, -1.268], [0.567, -0.786, 0.149], [-0.125, 0.411, -0.317], [1.450, -0.649, 1.152], [-2.788, 1.826, -1.799], [-3.125, 0.523, -0.681], [0.652, -1.588, -0.576], [1.813, 0.349, 1.384], [-2.238, 1.880, -0.105], [2.853, -1.302, 2.363], [-0.925, 0.096, -2.247], [-0.003, 1.269, 0.346], [2.980, -2.157, 1.001]],
  "forces_ev_per_angstrom": [[0.32, 0.33, 1.58], [0.25, 1.25, -0.05], [0.39, -0.32, -0.33], [1.68, 1.43, -1.62], [-0.70, 0.21, 0.72], [1.28, -0.74, -1.80], [0.11, 0.00, -0.05], [0.06, -0.33, -0.12], [-0.61, -0.70, 0.61], [-0.96, 0.17, 0.86], [-0.03, 0.13, -0.09], [0.00, -0.30, 0.07], [-0.55, -0.93, 0.32], [-0.67, -0.27, 0.63], [-0.57, 0.08, -0.73]],
  "smiles": "C/C=C/C=C/N",
  "e_above_lowest_kj_mol": 241.3,
  "gap_ev": 8.2,
  "e_lumo_ev": 0.92,
  "homo_ev": -7.328,
  "e_tot_ev": -6818.494
}

2.
{
  "formula": "C8H12ClNO3",
  "method": "the ωB97M-V functional and the def2-TZVPD basis",
  "symbols": ["Cl", "O", "O", "O", "N", "C", "C", "C", "C", "C", "C", "C", "C", "H", "H", "H", "H", "H", "H", "H", "H", "H", "H", "H", "H"],
  "xyz": [[2.252, 0.283, 0.313], [-2.140, 1.202, 0.066], [-1.940, -1.396, -0.822], [-0.138, -0.790, -1.933], [0.264, 2.660, -1.877], [-1.200, 0.932, -0.856], [-0.430, 1.865, 3.066], [-0.392, 1.790, -1.419], [0.190, -2.162, -2.222], [0.870, 0.389, 1.472], [1.038, -2.787, -1.126], [-1.154, -0.520, -1.186], [0.698, 1.576, 2.047], [1.358, 2.497, 1.826], [0.500, -0.568, 1.714], [0.551, -3.071, -0.168], [-2.575, 0.370, 0.316], [-0.228, 2.817, 3.383], [-0.470, 1.137, 3.877], [-1.390, 1.735, 2.522], [1.546, -3.809, -1.462], [1.873, -2.055, -0.669], [-0.863, -2.656, -2.382], [0.654, -2.145, -3.135], [1.126, 2.706, -1.345]],
  "forces_ev_per_angstrom": [[-0.66, 0.00, 0.49], [-0.94, 1.08, 1.14], [0.32, 1.80, 0.48], [2.26, 0.02, -1.23], [2.03, 2.10, -1.46], [-0.60, -2.51, -0.42], [-0.03, -2.99, -2.22], [-2.49, -1.98, 1.58], [-3.60, -1.02, 2.07], [2.43, 1.98, -0.48], [2.61, -0.90, 1.58], [-1.09, -0.85, 0.29], [-0.27, 0.66, 0.58], [-1.06, -1.90, -0.03], [-0.82, -0.67, 0.13], [-0.54, 0.23, -0.90], [0.18, 0.01, -0.32], [-0.23, 2.36, 1.19], [0.31, 0.16, 0.12], [0.48, 0.65, 0.40], [-0.95, 2.34, 0.38], [-1.63, -1.58, -1.78], [2.19, 0.37, 0.47], [1.39, 0.14, -2.10], [0.71, 0.53, 0.03]],
  "smiles": "CCOC(=O)C(O)=C=N.C/C=C/Cl",
  "e_above_lowest_kj_mol": 438.5,
  "gap_ev": 9.3,
  "e_lumo_ev": 0.77,
  "homo_ev": -8.491,
  "e_tot_ev": -28642.324
}

3.
{
  "formula": "C39H44N3O8P2PdSSi2",
  "method": "the ωB97M-V functional and the def2-TZVPD basis",
  "symbols": ["Pd", "S", "P", "P", "Si", "Si", "O", "O", "O", "O", "O", "O", "O", "O", "N", "N", "N", "C", "C", "C", "C", "C", "C", "C", "C", "C", "C", "C", "C", "C", "C", "C", "C", "C", "C", "C", "C", "C", "C", "C", "C", "C", "C", "C", "C", "C", "C", "C", "C", "C", "C", "C", "C", "C", "C", "C", "H", "H", "H", "H", "H", "H", "H", "H", "H", "H", "H", "H", "H", "H", "H", "H", "H", "H", "H", "H", "H", "H", "H", "H", "H", "H", "H", "H", "H", "H", "H", "H", "H", "H", "H", "H", "H", "H", "H", "H", "H", "H", "H", "H"],
  "xyz": [[-0.145, -0.499, 0.056], [6.938, 0.329, 0.757], [-0.521, -2.904, 1.202], [0.606, -1.007, 2.925], [0.814, -0.735, -3.433], [-2.570, 1.090, -0.110], [-0.401, -2.755, -0.271], [2.041, -0.667, 3.593], [0.070, -0.535, -2.082], [0.127, 0.186, 2.201], [-1.459, -2.030, 1.987], [-0.238, -1.346, 4.233], [-0.863, -4.462, 1.520], [2.057, -2.312, 1.106], [6.533, -3.576, 3.087], [-0.880, 1.411, -0.119], [2.411, 0.281, 0.177], [1.998, 1.862, -3.789], [4.603, 1.000, -4.048], [-1.722, -0.581, -4.753], [3.575, 0.088, -3.885], [-2.590, -0.368, -5.809], [1.914, -2.952, -4.968], [-0.350, -0.435, -4.908], [2.978, 1.060, 1.094], [-0.217, 2.576, -0.061], [-0.736, 3.706, 0.607], [-2.091, -0.013, -7.052], [-3.366, 2.239, -1.440], [6.699, -2.424, 0.998], [-3.402, 1.414, 1.607], [4.345, 1.128, 1.296], [5.170, 0.373, 0.469], [1.731, 3.903, -0.633], [2.663, -5.034, -4.047], [1.029, 2.722, -0.703], [2.333, -4.575, -2.782], [6.858, -1.206, 3.056], [4.588, -0.394, -0.534], [6.696, -2.412, 3.708], [6.855, -1.210, 1.663], [1.494, -3.610, 3.092], [3.016, 2.783, -3.968], [0.130, -0.063, -6.156], [1.217, 4.994, 0.055], [2.454, -4.214, -5.142], [-2.985, -0.720, -0.599], [-0.028, 4.888, 0.657], [1.074, -2.576, 2.071], [-0.726, 0.143, -7.223], [2.254, 0.496, -3.741], [1.575, -2.472, -3.707], [3.207, -0.414, -0.633], [1.800, -3.308, -2.617], [6.539, -3.564, 1.759], [4.326, 2.355, -4.099], [5.194, -0.955, -1.227], [-2.901, -1.373, 0.271], [1.823, -4.516, 2.586], [-0.449, 5.747, 1.165], [-2.099, -0.856, -3.779], [3.802, -0.970, -3.869], [-4.444, 2.128, -1.481], [3.079, -6.024, -4.186], [-2.963, 2.001, -2.421], [-1.123, -1.574, 3.923], [6.711, -2.469, -0.080], [-4.328, 0.858, 1.710], [2.487, -5.215, -1.922], [0.640, -3.850, 3.721], [6.689, -2.460, 4.788], [6.992, -0.285, 3.600], [2.700, -4.565, -6.137], [2.860, -2.003, 1.553], [5.625, 0.657, -4.140], [-2.764, 0.154, -7.882], [1.524, -2.963, -1.631], [6.406, -4.528, 1.285], [2.704, -1.001, -1.389], [1.389, 1.877, -1.269], [-1.061, -4.878, 0.682], [2.295, 1.664, 1.678], [-3.142, 3.283, -1.242], [2.792, 3.840, -4.008], [-2.293, -1.078, -1.365], [-3.997, -0.807, -0.985], [1.740, -2.329, -5.834], [-3.626, 2.463, 1.773], [-2.724, 1.080, 2.388], [2.683, 3.982, -1.138], [5.122, 3.071, -4.260], [-0.330, 0.435, -8.189], [2.197, 0.277, 3.549], [1.195, 0.079, -6.288], [0.979, 2.204, -3.676], [2.298, -3.223, 3.721], [-1.699, 3.624, 1.087], [-3.658, -0.473, -5.667], [4.767, 1.754, 2.066], [1.768, 5.923, 0.102]],
  "forces_ev_per_angstrom": [[1.34, 1.23, -1.92], [-0.21, -0.15, -0.02], [-0.57, -1.33, 0.99], [0.44, -0.10, 1.44], [0.38, -0.07, -1.19], [-0.89, 0.80, -0.17], [0.18, -0.02, -0.21], [0.00, -0.38, 0.05], [-0.19, -0.16, 0.80], [0.10, 0.26, -0.30], [-0.22, -0.37, 0.20], [0.47, -0.05, 0.07], [0.19, 0.37, 0.26], [0.61, -0.23, -0.12], [-0.02, -0.03, 0.08], [-1.49, -0.69, 0.00], [-0.04, -0.22, -0.05], [-0.13, 0.07, -0.02], [0.26, 0.01, -0.07], [-0.06, -0.05, 0.15], [0.03, -0.15, 0.00], [-0.21, -0.02, -0.06], [-0.04, 0.14, -0.11], [0.40, -0.06, 0.41], [-0.27, 0.04, -0.07], [0.29, 0.52, 0.06], [0.05, -0.17, -0.05], [-0.10, 0.05, -0.11], [0.29, -0.52, 0.64], [0.18, 0.44, 0.19], [0.34, -0.19, -0.81], [0.26, -0.09, -0.25], [-0.25, 0.03, -0.09], [0.05, 0.08, -0.01], [0.06, -0.09, 0.02], [-0.24, -0.01, 0.00], [0.12, -0.21, 0.09], [0.13, 0.09, -0.53], [0.18, 0.27, 0.14], [-0.01, -0.28, 0.20], [0.01, -0.13, 0.13], [-0.16, -0.09, 0.13], [-0.05, 0.23, -0.04], [0.11, 0.01, -0.07], [0.10, 0.20, 0.02], [0.04, -0.09, -0.19], [0.67, 0.53, 0.35], [0.07, 0.23, -0.04], [-0.57, 0.34, 0.04], [0.02, 0.05, -0.23], [-0.28, -0.45, 0.08], [-0.17, 0.47, 0.19], [-0.23, 0.12, 0.00], [-0.05, 0.09, 0.12], [-0.02, -0.28, 0.05], [0.07, 0.05, -0.04], [0.02, -0.07, -0.08], [-0.05, -0.04, -0.03], [-0.01, 0.01, -0.06], [-0.03, 0.01, 0.06], [-0.14, -0.02, 0.14], [0.08, -0.15, 0.03], [-0.29, -0.06, 0.03], [0.00, -0.04, 0.04], [0.13, -0.13, -0.17], [-0.42, -0.16, -0.18], [-0.04, -0.02, -0.08], [-0.24, -0.16, -0.02], [0.00, -0.01, 0.07], [0.06, -0.13, 0.14], [0.01, 0.08, 0.12], [-0.06, 0.08, 0.07], [0.02, -0.01, -0.05], [-0.07, -0.03, 0.02], [0.09, -0.05, -0.04], [-0.04, 0.01, -0.03], [-0.08, -0.05, 0.16], [-0.01, -0.05, -0.11], [0.09, -0.10, 0.06], [0.03, 0.05, 0.00], [-0.04, -0.33, -0.38], [-0.08, 0.02, 0.07], [0.08, 0.23, 0.10], [-0.06, 0.06, 0.02], [-0.07, -0.06, -0.08], [-0.21, 0.22, -0.06], [-0.02, 0.06, -0.15], [0.01, 0.24, -0.01], [0.18, -0.08, 0.14], [0.14, 0.01, -0.08], [0.02, 0.01, 0.06], [0.01, 0.01, -0.04], [0.06, 0.31, 0.01], [0.12, 0.06, -0.08], [-0.12, 0.13, 0.01], [0.04, -0.04, -0.01], [-0.11, 0.00, 0.11], [-0.03, -0.02, 0.02], [0.00, 0.07, 0.09], [0.06, 0.08, 0.00]],
  "e_above_lowest_kj_mol": 210.5,
  "spin_multiplicity": 3,
  "gap_ev": [6.1, 5.8],
  "e_lumo_ev": [1.81, 1.57],
  "homo_ev": [-4.288, -4.218],
  "e_tot_ev": -110665.090,
  "charge": -1
}

4.
{
  "formula": "C55H53N7O4P2Y",
  "method": "the ωB97M-V functional and the def2-TZVPD basis",
  "symbols": ["Y", "P", "P", "O", "O", "O", "O", "N", "N", "N", "N", "N", "N", "N", "C", "C", "C", "C", "C", "C", "C", "C", "C", "C", "C", "C", "C", "C", "C", "C", "C", "C", "C", "C", "C", "C", "C", "C", "C", "C", "C", "C", "C", "C", "C", "C", "C", "C", "C", "C", "C", "C", "C", "C", "C", "C", "C", "C", "C", "C", "C", "C", "C", "C", "C", "C", "C", "C", "C", "H", "H", "H", "H", "H", "H", "H", "H", "H", "H", "H", "H", "H", "H", "H", "H", "H", "H", "H", "H", "H", "H", "H", "H", "H", "H", "H", "H", "H", "H", "H", "H", "H", "H", "H", "H", "H", "H", "H", "H", "H", "H", "H", "H", "H", "H", "H", "H", "H", "H", "H", "H", "H"],
  "xyz": [[0.630, -0.138, -3.541], [0.329, -2.815, 5.184], [1.104, 2.128, 3.764], [1.165, -1.542, -5.123], [-0.113, -1.524, -2.169], [-1.454, 3.952, -4.377], [4.767, 1.296, -4.360], [2.254, -3.568, -5.123], [-3.735, -4.402, -1.478], [-1.987, 0.976, -2.429], [-0.263, 1.983, -4.358], [-3.316, -0.684, -4.387], [2.410, 1.303, -4.299], [2.347, 0.186, -1.852], [-2.403, -4.694, 7.604], [-1.071, 5.414, 2.571], [0.634, 2.610, -5.252], [-1.637, -2.660, 8.603], [2.423, -0.423, -0.670], [0.281, -3.796, 2.648], [2.177, 3.205, 4.777], [-2.818, 0.528, -1.444], [3.573, -0.395, 0.126], [0.235, 3.345, 2.770], [1.677, 3.866, 5.907], [-1.938, -3.385, 3.556], [2.881, 2.839, -6.113], [2.016, 2.221, -5.250], [-0.155, 1.389, 4.885], [-4.148, -2.646, -3.277], [3.568, -2.853, -4.936], [-1.670, -4.057, 1.231], [-3.678, 1.414, -0.774], [-0.214, 4.347, 0.564], [-1.062, 5.325, 1.183], [-0.309, -4.190, 1.477], [4.289, 4.314, 4.981], [-5.299, -2.678, -4.148], [-0.508, 4.357, 3.346], [0.128, 3.497, -6.258], [-0.613, -2.611, 7.682], [3.504, 0.699, -2.361], [-3.933, -3.548, -2.236], [0.383, 0.079, 5.518], [-0.540, -1.125, 5.122], [3.786, 5.081, 6.031], [1.081, 4.255, -6.952], [-2.553, -3.715, 8.553], [2.512, 4.821, 6.473], [4.646, 0.882, -1.568], [-3.140, -1.700, -3.550], [-0.656, -3.442, 6.605], [-0.212, -3.511, -5.399], [-3.621, 2.830, -1.053], [4.673, 0.361, -0.280], [0.475, 3.412, 1.398], [1.108, -2.859, -5.158], [-1.484, -4.566, 6.576], [2.330, -5.046, -5.074], [2.399, 3.863, -6.932], [-1.994, 2.334, -2.732], [3.653, 1.097, -3.836], [-4.399, -0.711, -5.184], [-0.558, -3.473, 3.707], [-2.483, -3.651, 2.328], [-1.250, 2.821, -3.901], [3.504, 3.398, 4.310], [-2.796, 3.300, -2.037], [-5.460, -1.634, -5.025], [3.599, -1.020, 0.997], [1.458, -5.524, -4.640], [4.424, 5.811, 6.519], [-1.803, -1.867, 9.341], [-1.550, 6.067, 0.503], [3.859, 2.773, 3.490], [-2.596, -3.220, 4.400], [5.363, 4.305, 4.782], [-2.629, -0.495, -1.169], [-0.937, -1.031, 4.064], [1.401, -0.161, 5.137], [-0.934, 3.651, -6.307], [-4.398, 1.073, -0.009], [3.282, -1.801, -4.836], [-2.070, -4.338, 0.270], [0.209, -1.886, 7.730], [-0.021, 4.419, -0.502], [-0.970, 1.172, 4.212], [3.111, 4.356, -7.571], [-4.461, 0.133, -5.880], [0.443, 0.072, 6.619], [3.956, 2.551, -6.154], [1.481, -0.779, -0.257], [-2.073, 0.425, -3.288], [-1.043, -2.841, -5.129], [-0.280, -4.505, -4.847], [2.109, 5.433, 7.335], [-3.332, -3.789, 9.328], [-1.514, 6.281, 3.051], [-2.126, -1.904, -3.209], [2.436, -5.459, -6.053], [-0.567, 4.446, 4.467], [0.742, 3.554, 6.268], [4.022, -3.275, -4.044], [0.848, 4.996, -7.728], [-0.358, -3.709, -6.426], [0.317, -4.627, 0.732], [5.493, 1.362, -2.068], [-0.345, -2.406, -1.865], [-2.761, 4.351, -2.272], [1.151, 2.693, 0.924], [5.506, 0.599, 0.358], [1.354, -3.852, 2.840], [-1.493, -1.240, 5.729], [4.196, -3.020, -5.831], [-5.898, -3.626, -4.211], [-1.434, -5.339, 5.807], [-6.328, -1.504, -5.683], [-4.251, 3.522, -0.534], [3.159, -5.369, -4.445], [-0.616, 2.067, 5.609], [-3.043, -5.579, 7.669], [-3.563, -3.628, 2.196]],
  "forces_ev_per_angstrom": [[1.10, 1.96, -0.03], [-0.45, 0.31, 0.00], [1.06, -1.30, -0.17], [-0.33, -3.07, -0.03], [-0.62, -0.45, -0.35], [-1.14, -0.80, 1.89], [-1.56, -0.40, 1.04], [-0.54, 0.42, 0.65], [-0.22, 1.07, -0.51], [-1.41, 2.96, -0.20], [-0.63, -0.24, 1.43], [0.26, -0.75, -1.39], [-1.00, -1.02, 0.83], [1.12, -0.14, -1.12], [-0.59, -1.17, -0.11], [-0.11, -1.13, 0.25], [-0.28, -0.17, -2.02], [-0.69, 0.09, 0.81], [0.11, 0.73, 0.98], [-0.43, -0.40, 1.26], [-0.07, -0.12, -0.26], [-0.86, 1.34, 1.58], [-0.03, -0.06, -0.50], [-0.22, 0.85, -0.26], [2.42, -0.10, -1.52], [0.08, -0.61, -0.01], [1.17, 0.66, -1.06], [-0.81, 0.12, 0.17], [0.24, 0.34, 0.50], [-0.58, 1.46, -2.35], [-1.32, -0.20, -0.66], [0.08, 0.20, 1.67], [0.75, 0.02, -0.16], [-0.14, 0.22, 1.96], [1.30, -0.37, -1.29], [-0.25, 0.03, -1.29], [1.02, -0.38, 0.04], [0.81, -1.20, 1.08], [-0.62, 1.89, 0.70], [1.82, 0.10, 1.22], [0.05, 1.02, 0.87], [1.30, -0.36, 0.48], [0.37, -2.59, 1.08], [-0.63, -1.04, -0.36], [-0.78, -0.11, -0.58], [0.40, -0.48, -0.51], [-0.73, -0.68, -1.31], [0.03, 0.70, 0.97], [-1.61, 1.35, 2.08], [-0.40, -0.24, -0.62], [-1.02, -0.99, 0.03], [0.58, -1.36, -1.80], [-0.33, -1.03, 2.05], [0.05, -1.84, -0.25], [-0.68, 0.17, -0.49], [-0.96, 0.35, -1.62], [1.58, 1.82, -0.60], [0.01, 0.26, 0.26], [-0.36, 0.30, 0.41], [0.93, -0.29, 0.57], [-1.19, 0.48, 0.39], [0.09, 0.97, -0.36], [-0.59, 0.99, 1.45], [0.94, 0.74, 0.85], [-0.26, -0.52, -1.73], [2.04, 0.41, -2.23], [-1.41, -0.09, 0.77], [1.15, -1.78, 0.01], [0.71, 0.72, -1.22], [-0.10, 0.25, 0.56], [-0.27, 0.34, 0.08], [-0.19, -0.11, -0.01], [0.44, -0.41, -0.11], [0.43, -0.56, 0.95], [0.05, 0.29, 0.21], [0.14, 0.26, 0.04], [-0.29, 0.47, -0.22], [-0.56, -0.30, -0.04], [0.83, 0.15, 1.02], [-0.55, 0.28, 0.23], [0.19, 0.15, -0.38], [0.78, -0.05, -0.49], [0.70, -0.26, 0.02], [-0.25, -0.03, 0.07], [-0.62, 0.05, 0.10], [-0.07, -0.26, 0.10], [-0.34, -0.32, -0.33], [0.11, 0.23, -0.16], [-0.16, -0.44, 0.16], [0.05, 0.48, -0.42], [-1.14, 0.22, 0.14], [0.27, -0.40, -0.26], [0.51, -0.39, -0.29], [0.49, -0.26, 0.21], [-0.14, 1.38, -0.68], [0.56, -0.81, -0.95], [0.38, 0.04, -0.53], [-0.16, -0.26, 0.07], [-0.21, 0.55, 0.79], [0.29, -0.16, -0.73], [-0.02, -0.18, -1.31], [-1.09, 0.19, 0.68], [0.19, 0.21, 0.02], [-0.43, -0.24, 0.60], [0.16, -0.33, -1.34], [0.35, -0.08, -0.70], [-0.28, -0.14, 0.41], [0.19, 0.28, 0.22], [0.30, -0.05, -0.40], [-0.17, 0.20, 0.24], [0.21, -0.42, 0.22], [-0.29, -0.02, -0.29], [1.20, 0.54, -0.45], [-0.29, 0.13, 0.53], [0.15, 1.41, 0.56], [0.05, 0.46, 0.01], [0.44, -0.46, 0.26], [-0.35, 0.08, 0.34], [0.15, 0.34, -0.16], [0.27, 0.04, 0.14], [0.18, 0.28, -0.19], [0.12, 0.09, 0.00]],
  "e_above_lowest_kj_mol": 320.3,
  "gap_ev": 5.0,
  "e_lumo_ev": -4.13,
  "homo_ev": -9.098,
  "e_tot_ev": -96131.276,
  "charge": 1
}

5.
{
  "formula": "C2H3NS",
  "method": "the ωB97M-V functional and the def2-TZVPD basis",
  "symbols": ["S", "N", "C", "C", "H", "H", "H"],
  "xyz": [[-0.030, 1.302, -0.983], [-1.154, 0.187, -0.156], [0.008, -0.370, 0.484], [1.014, 0.474, 0.159], [-0.201, -1.354, 0.885], [2.034, 0.291, 0.247], [-1.672, -0.531, -0.636]],
  "forces_ev_per_angstrom": [[-0.71, 0.33, -0.29], [2.12, 0.66, 0.68], [-1.40, -0.08, -0.21], [-2.34, -1.65, -0.21], [0.94, 0.08, 0.66], [1.53, 0.46, 0.19], [-0.13, 0.21, -0.81]],
  "e_above_lowest_kj_mol": 194.6,
  "gap_ev": 9.1,
  "e_lumo_ev": 0.63,
  "homo_ev": -8.430,
  "e_tot_ev": -14445.453
}

- Number 5 is which compound?
  C2H3NS

- What is the formula in the third record?
  C39H44N3O8P2PdSSi2